1.
A structure of composition C35H57BBr24N2O2 at a distorted geometry. Source: the Open Molecules 2025 dataset; level of theory: the ωB97M-V functional and the def2-TZVPD basis.

The orbital gap is 6.82 eV. For the maximum force, the calculation gives 10.64 eV/A. The spin multiplicity is 1. As for the LUMO energy: -1.10 eV. As for the HOMO energy: -7.916 eV.

XYZ file:
```
121
Properties=species:S:1:pos:R:3:forces:R:3:mulliken_charge:R:1
C -1.230 0.090 -4.749 0.1 -3.6 0.7 0.043
C 0.066 4.619 -0.099 -1.0 -10.2 -3.0 -0.901
C -11.505 -1.467 0.802 -0.1 -0.2 0.1 -0.613
H -1.236 6.836 -4.049 -0.2 -0.2 0.1 0.404
H 6.837 5.263 7.094 0.2 0.0 -0.1 0.324
Br -4.909 2.802 -1.968 -0.1 -0.1 -0.2 -0.018
C -1.186 -2.708 -4.490 -0.1 4.9 2.6 -0.547
H 0.482 0.677 -7.580 -0.4 -1.8 -1.5 0.319
Br 9.898 5.944 4.876 -0.1 0.0 0.0 -0.126
C -6.984 1.939 -0.187 -0.3 -0.1 0.1 0.022
C 8.028 5.939 5.430 0.1 0.2 0.0 -0.548
C 10.156 2.116 2.076 0.1 0.3 0.1 -0.594
Br -5.394 -1.151 -6.289 -0.2 0.1 0.2 -0.134
Br 5.275 -4.856 2.867 0.2 0.0 -0.1 -0.056
C -0.095 0.393 4.729 -0.2 -0.2 0.2 -0.437
C -4.699 2.381 3.072 0.3 0.1 0.0 -0.836
Br -10.616 1.172 0.119 -0.2 0.0 0.1 -0.129
Br -0.689 6.319 -1.666 -1.8 1.6 -2.8 -0.114
N -0.385 -0.988 -0.698 -0.6 6.6 -3.5 -0.510
H -0.706 -3.468 -2.201 -0.3 2.6 -1.5 0.270
H -1.440 2.091 4.417 0.2 -0.1 0.0 0.078
Br -0.191 -5.030 -4.071 1.9 -3.0 0.5 -0.008
H 9.761 1.398 2.800 0.1 0.1 -0.3 0.319
C 4.180 -1.364 3.376 -0.2 -0.1 0.0 -0.340
H 10.702 2.209 -0.041 -0.1 -0.1 0.3 0.362
C -5.842 0.248 -5.006 -0.2 -0.1 0.0 -0.528
C -6.779 2.797 -1.414 0.1 0.2 0.1 -0.711
H -3.687 0.828 4.236 -0.2 0.1 -0.2 -0.009
H -2.397 1.257 -8.324 0.4 -1.5 -0.9 0.285
C 1.041 -6.276 -3.215 -0.3 -0.3 0.0 -0.676
H -3.173 5.093 -4.326 0.1 0.1 0.2 0.405
H 1.537 -5.306 2.293 -0.1 -0.2 0.2 0.355
H -11.352 -1.661 -0.263 0.0 0.1 0.3 0.368
H -1.414 -2.647 -7.433 -0.5 1.8 1.0 0.312
Br 8.059 -2.612 1.944 0.0 -0.3 0.2 -0.090
Br -13.400 -1.072 1.042 0.1 0.0 -0.1 -0.141
H -10.972 0.026 2.311 0.0 -0.1 -0.3 0.400
H -4.360 3.279 3.596 -0.1 -0.2 0.0 0.436
H -0.042 0.618 0.911 -0.6 -0.5 -2.8 -0.160
C -4.693 1.188 3.999 -0.3 0.0 0.2 -0.283
H -2.645 7.063 -2.981 0.1 -0.2 -0.1 0.420
H -6.219 2.088 0.579 -0.1 0.0 -0.4 -0.249
H -5.219 1.419 4.929 0.1 0.0 -0.2 0.427
Br 2.940 -0.370 2.246 0.1 -0.1 0.0 -0.080
Br -3.436 2.143 1.605 -0.1 0.0 0.1 0.088
H 0.950 0.121 4.561 -0.2 0.2 -0.1 0.087
C -5.767 1.617 -5.641 0.0 0.1 0.0 -0.542
H 3.546 -1.992 4.009 0.1 0.1 -0.1 0.283
H -7.014 3.842 -1.198 0.0 -0.2 0.0 0.429
H 8.588 5.230 7.424 -0.1 0.0 -0.3 0.354
Br 3.176 -6.122 -5.122 -0.1 0.1 0.1 -0.134
Br -3.918 2.204 -5.839 -0.2 0.1 -0.1 -0.048
Br 7.834 3.184 6.203 0.1 0.1 0.0 -0.100
C -1.412 -1.380 -5.451 1.0 1.1 3.7 0.797
C 7.823 5.081 6.657 -0.2 -0.1 0.1 -0.579
H -11.334 -2.390 1.363 0.0 0.2 -0.1 0.355
C 10.564 1.484 0.766 0.1 -0.2 0.0 -0.522
C 7.170 -5.251 2.627 -0.1 -0.2 0.2 -0.591
Br 3.053 -7.808 2.685 -0.2 -0.1 0.1 -0.142
H -6.865 0.025 -4.689 0.2 0.1 -0.1 0.366
H 7.341 -6.174 3.189 0.0 0.2 -0.1 0.350
H 7.440 5.610 4.568 0.1 0.0 0.3 0.335
H -2.720 4.457 -2.725 0.2 0.2 -0.1 -0.074
H -7.970 2.120 0.250 0.2 0.0 -0.2 0.267
Br 0.499 2.518 2.899 -0.3 0.1 0.1 -0.084
C -1.829 6.386 -3.248 -0.2 0.7 -0.1 -0.667
H -0.387 0.088 5.738 0.0 0.1 -0.1 0.416
H 3.122 -6.369 -2.664 -0.2 0.1 -0.1 0.347
Br -6.973 0.042 -0.642 0.1 0.1 0.1 -0.112
H -9.598 -0.670 1.414 -0.2 0.0 -0.1 0.241
O -2.088 0.458 -8.851 1.3 -0.6 2.9 -0.592
H 7.323 -5.445 1.562 0.0 0.2 0.3 0.355
Br -1.171 -0.713 3.536 0.1 0.0 0.0 -0.110
Br 6.433 0.396 3.164 -0.2 0.3 0.1 -0.075
H -1.378 1.058 -5.397 0.4 -2.1 1.6 -0.153
C -0.198 3.281 -0.521 2.1 7.1 1.7 -0.079
H 0.730 -6.308 -2.167 0.1 0.0 -0.1 0.307
H 0.889 -7.857 3.934 0.1 0.2 -0.2 0.365
H 10.996 2.653 2.525 -0.1 -0.1 -0.1 0.335
H 7.792 6.985 5.647 0.0 -0.2 0.0 0.338
C -10.641 -0.349 1.339 0.3 0.0 0.0 -0.466
C 5.018 -0.432 4.220 0.3 0.0 0.1 -0.697
H -5.168 0.127 -4.154 -0.1 0.1 -0.2 0.303
H 0.382 5.768 -0.172 0.1 -3.9 1.8 0.272
H 2.590 -4.733 -3.129 -0.1 -0.2 -0.1 0.354
H 0.871 -7.256 -3.669 0.2 0.2 0.2 0.397
H 11.484 0.905 0.888 -0.2 0.1 0.0 0.353
B -1.204 -0.417 -8.021 0.7 1.9 -1.0 0.571
H 0.636 -7.764 2.172 0.1 0.1 0.1 0.349
H -7.366 2.468 -2.277 0.1 0.0 0.3 0.355
Br 9.232 0.198 0.156 0.1 0.2 -0.1 -0.146
C -0.678 -1.006 -2.172 -0.4 -1.0 -1.3 0.376
O 0.269 -0.139 -8.155 -2.9 0.8 2.0 -0.544
H -3.002 -1.662 -7.099 2.7 0.2 0.1 -0.259
C -0.869 0.290 -3.135 0.0 -0.4 -0.1 -0.232
H 0.048 2.458 5.328 -0.1 -0.2 -0.1 0.390
N -0.726 1.704 -2.647 0.8 -4.8 4.9 0.088
Br -1.001 3.922 -4.458 -0.1 0.8 -0.4 -0.097
H 4.773 -2.003 2.716 -0.1 0.2 0.2 0.138
C 1.189 -7.342 3.016 0.0 -0.2 -0.2 -0.533
C 1.002 -5.844 3.080 -0.2 0.1 0.1 -0.633
C -0.830 -2.509 -2.881 -1.0 2.3 -2.7 -0.606
H -5.677 2.576 2.623 0.2 -0.1 0.2 0.377
H -1.296 -3.767 -4.991 -0.6 3.3 0.6 0.361
H 4.441 0.379 4.674 0.1 -0.2 -0.2 0.372
H -6.236 2.367 -4.997 0.1 -0.2 0.0 0.224
C -0.267 0.440 -0.246 -0.3 -1.0 -1.7 0.432
C 2.470 -5.800 -3.333 0.2 -0.1 0.0 -0.530
H 7.703 -3.757 4.136 0.0 -0.2 -0.3 0.338
C -1.812 -1.617 -7.043 -0.4 0.1 0.8 -0.278
H 5.537 -0.986 5.007 -0.1 0.0 -0.1 0.403
C -2.365 5.016 -3.594 0.1 -0.2 -0.2 -0.274
H 9.077 -4.454 3.239 -0.2 0.0 0.0 0.364
Br 1.624 -5.127 4.784 0.1 0.0 -0.1 -0.145
C -0.407 1.765 -1.180 -0.5 -1.1 -1.2 0.532
C -0.375 1.862 4.514 0.3 0.2 0.0 -0.333
C 8.034 -4.133 3.164 0.2 0.1 -0.2 -0.643
H -6.224 1.661 -6.634 0.1 -0.1 0.3 0.438
Br -5.668 -0.313 3.224 0.2 0.1 0.0 -0.139
H -0.060 -5.586 3.034 0.2 -0.1 0.0 0.361
Br 8.777 3.469 1.808 0.0 -0.2 0.0 -0.115
```
Forces are in eV/Å.

2.
A structure of composition C49H43N8PPdS at a distorted geometry. Source: the Open Molecules 2025 dataset; level of theory: the ωB97M-V functional and the def2-TZVPD basis.

The orbital gap is 5.71 eV. For the maximum force, the calculation gives 1.92 eV/A. The spin multiplicity is 1. As for the LUMO energy: -6.59 eV. As for the HOMO energy: -12.303 eV. As for the charge: +2.

XYZ file:
```
103
Properties=species:S:1:pos:R:3:forces:R:3:mulliken_charge:R:1
C -0.033 3.884 -0.921 0.0 -0.8 -0.6 0.276
C 5.699 -3.589 3.131 0.0 -0.1 0.0 -0.811
H 1.790 -1.424 -1.852 0.8 -0.3 -0.1 0.134
H 0.518 0.224 -5.513 0.0 -0.1 0.0 0.452
H -2.260 1.059 4.094 -0.1 -0.1 0.0 0.320
C -6.612 -1.215 3.634 -0.1 0.0 0.1 -0.901
Pd 0.027 -0.514 -0.565 -0.2 0.8 -0.2 0.046
H -7.366 -0.571 4.059 -0.1 0.1 0.1 0.435
N -1.126 -4.573 -1.015 0.5 0.0 0.0 -0.314
C -0.004 2.262 -5.888 0.0 -0.1 0.1 -0.547
N 2.364 -0.312 2.477 -0.5 0.1 -0.8 0.477
C 0.028 5.296 -1.289 0.1 0.5 -0.1 -0.138
H 0.334 9.073 -2.015 0.0 0.1 0.0 0.433
H 5.613 -1.670 0.116 0.1 0.0 0.1 0.546
H 2.188 0.929 4.143 0.1 -0.1 0.0 0.323
H -0.575 4.328 -5.955 -0.1 0.1 -0.1 0.447
C -0.030 4.364 1.523 0.0 0.4 0.7 -0.981
H 1.198 -5.355 -1.668 0.1 -0.1 -0.1 0.226
H 0.417 0.448 -3.043 0.0 0.3 -0.3 0.080
H 5.211 -2.963 -3.932 0.1 -0.1 -0.1 0.445
H 2.819 -2.378 -3.890 -0.1 0.0 -0.1 0.518
H 3.829 -3.614 2.076 0.0 -0.1 0.0 0.480
C 5.553 -2.360 -1.906 0.0 -0.1 -0.1 -0.818
C 4.604 -3.005 2.521 -0.1 0.2 0.0 0.242
C 0.000 2.130 0.406 0.0 0.5 0.7 -1.166
C -0.086 2.547 -3.120 0.0 -0.1 -0.7 0.854
H 1.947 7.494 -3.003 0.1 0.0 -0.1 0.441
P 0.016 1.179 1.962 0.0 0.0 -0.2 -0.353
C 3.647 -1.495 -0.722 0.0 -0.3 -0.3 0.573
H -1.723 5.825 -0.165 -0.1 0.0 0.1 0.508
C -6.768 -2.590 3.689 0.0 0.0 0.0 -0.439
C 1.459 0.115 1.556 0.4 0.6 0.8 -0.312
H -5.603 -1.609 0.121 -0.1 0.0 0.1 0.555
C 6.690 -2.797 3.689 0.0 0.0 0.0 -0.433
H -1.799 -1.372 -1.888 -0.8 -0.3 -0.1 0.056
H -1.160 -5.359 -1.644 -0.1 -0.1 -0.1 0.227
C 4.772 -2.563 -3.032 0.0 0.0 -0.1 -0.579
C -4.530 -1.497 2.468 -0.2 -0.1 0.2 -0.840
C -0.039 2.712 -1.682 -0.1 0.5 0.1 -0.417
C 5.482 -0.822 3.058 -0.1 -0.1 -0.1 0.126
C -0.352 3.481 -5.326 0.0 -0.1 -0.1 -0.872
C -2.287 -0.013 3.887 0.1 0.2 0.7 -0.721
H -0.699 4.565 -3.525 0.0 0.1 0.0 0.664
C -3.445 -2.186 -3.019 0.0 -0.1 -0.1 -0.904
H -1.050 4.668 1.762 0.1 0.0 0.0 0.344
C -4.792 -2.521 -3.028 0.0 0.0 0.0 -0.580
C 0.030 -4.047 -0.615 0.0 -0.8 -1.2 0.699
N 1.888 -0.197 0.342 -0.5 -0.5 -0.1 -0.064
C -3.004 -0.902 0.460 -0.2 0.1 0.6 0.262
H 0.393 3.841 2.379 0.0 0.1 0.0 0.408
C -0.901 6.194 -0.761 0.1 -0.2 -0.2 -0.254
H 1.761 5.079 -2.540 0.1 -0.1 0.0 0.500
N 1.179 -4.567 -1.040 -0.5 0.0 0.1 -0.302
H 2.056 -4.153 -0.764 -0.1 0.1 0.0 0.095
S 0.030 -2.769 0.496 0.0 1.8 0.7 -0.198
H 3.112 -0.569 4.394 0.0 0.0 -0.1 0.386
N -1.846 -0.213 0.345 0.6 -0.5 -0.1 0.229
H 5.406 0.255 3.012 0.0 0.1 0.0 0.498
H -6.615 -2.544 -1.912 -0.1 0.0 0.0 0.455
C 1.151 7.126 -2.375 0.0 0.1 0.0 -0.864
H 0.557 5.258 1.313 0.0 -0.2 0.0 0.385
C 4.998 -1.836 -0.753 -0.2 0.1 0.0 -0.529
C 0.256 1.171 -5.067 0.0 0.0 -0.2 -0.820
H -3.936 -3.521 2.084 0.0 -0.1 0.0 0.481
H 6.603 -2.604 -1.931 0.1 0.0 0.0 0.458
H -2.849 -2.340 -3.906 0.1 0.0 -0.1 0.493
H -1.379 -0.471 4.283 -0.1 0.0 0.0 0.207
C -3.640 -1.456 -0.728 -0.1 -0.3 -0.3 0.431
H 0.052 2.161 -6.961 0.0 0.0 -0.1 0.426
C 6.581 -1.416 3.651 0.1 0.0 0.1 -0.897
C 2.247 -0.133 3.899 -0.1 0.1 0.8 -0.805
H -7.645 -3.014 4.151 -0.1 -0.1 0.1 0.434
H 7.356 -0.803 4.082 0.1 0.1 0.0 0.432
C 0.242 8.016 -1.821 -0.1 -0.1 0.0 -0.456
C 3.425 -2.227 -3.010 0.0 -0.1 -0.1 -1.062
N -0.014 1.655 -0.831 0.1 -1.3 1.2 1.401
C 3.349 -0.988 1.815 0.1 -0.1 -0.8 0.562
H -1.518 8.229 -0.618 -0.1 0.1 0.0 0.424
C 0.205 1.305 -3.694 0.1 0.0 0.4 -0.016
C -1.437 0.128 1.558 -0.3 0.6 0.7 -0.537
H -5.239 -2.931 -3.921 -0.1 0.0 -0.1 0.436
H -3.150 -0.455 4.381 0.1 0.0 -0.1 0.384
H 1.348 -0.632 4.263 0.1 0.0 0.0 0.247
C 1.048 5.772 -2.117 -0.1 -0.1 0.3 0.028
H 7.553 -3.255 4.146 0.1 -0.1 0.1 0.431
C -4.690 -2.881 2.522 0.1 0.2 0.0 0.236
N -0.023 3.489 0.383 0.1 -0.9 -0.3 0.363
C -5.804 -3.421 3.138 0.0 -0.1 0.0 -0.821
C 3.020 -0.931 0.465 0.2 0.1 0.6 0.352
H 5.783 -4.663 3.171 0.0 -0.1 0.0 0.439
C -5.564 -2.306 -1.898 0.0 -0.1 -0.1 -0.824
C -2.871 -1.655 -1.880 0.5 0.1 0.1 0.158
H -5.383 0.410 2.980 0.0 0.1 0.0 0.498
C -0.404 3.622 -3.955 0.0 -0.2 0.2 -0.498
C -0.794 7.544 -1.030 0.0 0.1 0.0 -0.854
H -5.924 -4.491 3.191 0.0 -0.1 0.0 0.438
H -1.995 -4.159 -0.715 0.0 0.1 0.0 0.100
C -3.362 -0.914 1.805 0.0 -0.1 -0.8 0.531
C -4.995 -1.784 -0.752 0.2 0.1 0.0 -0.489
C 4.492 -1.616 2.480 0.2 -0.1 0.2 -0.881
C 2.865 -1.698 -1.864 -0.5 0.2 0.1 0.143
C -5.494 -0.664 3.036 0.1 -0.1 -0.1 0.126
N -2.373 -0.246 2.470 0.5 0.1 -0.8 0.498
```
Forces are in eV/Å.

3.
A cluster of 14 separate species, C15H58N20O14 in total at a distorted geometry. Source: the Open Molecules 2025 dataset; level of theory: the ωB97M-V functional and the def2-TZVPD basis.

The orbital gap is 7.75 eV. For the maximum force, the calculation gives 9.59 eV/A. The spin multiplicity is 1. As for the LUMO energy: -0.69 eV. As for the HOMO energy: -8.439 eV.

XYZ file:
```
107
Properties=species:S:1:pos:R:3:forces:R:3:mulliken_charge:R:1
H -3.352 -0.192 -0.797 -0.4 0.4 0.2 0.265
H 4.025 -0.174 1.141 0.5 0.7 -0.4 0.365
H -4.181 1.992 -0.381 0.7 1.3 0.3 0.027
C -4.451 -0.259 -0.816 0.4 -1.5 2.5 -0.960
H -1.965 -2.859 -1.277 1.6 0.5 1.6 0.312
H 4.461 -3.370 -4.362 -0.6 0.6 0.8 0.149
N 0.515 -0.356 -0.257 1.7 -1.8 -2.1 2.437
H -4.187 -2.569 3.976 0.0 0.8 -0.3 0.307
H -4.817 0.075 -1.713 -0.8 1.0 -2.2 0.462
C 4.116 -2.143 -2.740 -3.0 3.7 4.2 0.312
N -4.953 4.385 -0.673 0.0 -1.2 0.2 -0.439
H -2.511 2.345 -0.366 1.2 -0.4 0.3 0.149
C 5.666 -0.218 0.072 4.6 -3.6 7.6 0.337
C 0.447 1.293 4.655 1.0 7.4 -2.7 0.386
H -5.756 3.772 -0.725 0.7 -0.5 0.2 0.140
C 2.253 -1.174 2.319 4.1 4.6 3.6 0.525
C -3.642 3.997 -0.467 3.1 5.2 0.4 0.590
H -0.854 -1.689 -0.473 -0.8 -0.9 0.0 -0.722
H 2.141 -2.974 1.284 -0.1 2.3 0.0 0.278
H -0.880 4.004 3.133 -0.7 -0.3 0.0 0.336
N -0.843 1.248 4.909 -3.3 2.1 -1.9 -0.334
N 1.129 0.312 5.141 0.7 -3.5 3.3 -0.510
H -1.042 5.137 -2.418 0.6 0.0 0.0 0.397
O -1.020 1.404 -0.488 3.4 -3.5 2.7 -0.443
H -5.881 -0.059 0.504 -0.1 0.2 0.0 0.291
C -2.882 -1.457 3.071 6.6 -1.1 3.2 0.363
H 1.139 3.237 -2.500 -0.6 2.0 0.4 0.447
C -1.858 3.795 2.644 1.4 3.0 2.5 -0.224
H 1.111 -0.410 -3.742 -1.7 0.2 1.4 0.376
C 2.974 1.615 -3.044 -0.3 -1.6 1.1 -0.451
N -3.434 2.687 -0.197 -1.3 0.4 -0.5 0.352
H 3.705 -0.367 -0.543 1.2 0.9 -0.2 -0.305
C -3.038 4.617 3.247 0.7 -1.0 -0.3 -1.066
N 2.518 -5.078 -2.348 0.9 -3.1 -1.7 -0.382
H -1.302 1.878 4.173 0.1 -1.0 1.8 0.027
H 3.179 -1.753 0.652 -0.5 -0.4 0.6 0.080
H -0.801 1.244 2.058 0.0 -0.2 0.1 0.307
N 1.197 -3.524 -1.347 -0.8 0.0 -0.4 0.436
H -0.916 3.586 -1.677 -0.1 -0.1 0.6 -0.051
H -1.851 -0.437 1.635 -0.2 0.0 0.8 -0.346
H -5.187 5.266 -1.036 0.5 1.4 -0.2 0.256
H 1.138 -1.010 0.315 -1.0 1.2 -0.9 -0.406
C 1.324 -4.748 -1.919 -6.0 -3.0 1.1 0.380
H -3.813 4.291 2.527 -0.5 0.8 0.8 0.225
H 6.100 -2.349 -3.190 -0.9 0.1 0.0 0.202
N 2.335 -1.921 1.218 1.9 -3.1 -2.5 -0.318
H 5.774 0.919 -1.500 -0.4 0.3 -0.3 0.238
H 1.211 0.904 -2.360 0.9 0.9 0.4 0.354
H 0.819 -0.156 6.030 0.3 0.8 -1.6 0.246
H 0.967 -0.930 3.892 0.3 -0.3 -0.8 0.233
N 3.793 -2.996 -3.673 -1.5 -1.7 -2.4 -0.603
O -1.842 -1.853 3.885 -4.8 1.9 -3.4 -0.719
O 0.258 -5.673 -1.978 5.2 4.8 0.2 -0.753
C -0.872 -0.103 -3.246 -6.7 -4.3 1.9 0.336
O 1.838 1.624 -2.112 1.1 0.2 -1.1 -0.712
O -2.674 4.998 -0.417 -5.0 -5.6 -0.4 -0.696
H 0.197 -3.299 -1.119 1.5 0.0 -0.3 0.004
H -1.394 -5.461 1.009 -0.3 2.5 -1.3 0.311
N -0.929 0.916 -4.022 -2.1 3.9 -4.0 -0.170
H -4.724 -1.317 -0.712 0.2 0.1 -0.2 0.406
O 3.254 -0.205 2.687 -5.4 -5.1 -2.1 -0.847
N -1.231 -2.662 -0.525 -1.6 3.1 -2.1 0.120
H -4.920 -1.744 2.686 0.9 0.3 -0.1 0.149
H 2.613 1.680 -4.077 0.3 0.7 0.0 0.333
N 5.357 -1.836 -2.709 3.7 1.3 1.9 -0.374
H -2.976 2.353 2.432 -2.2 -0.8 -0.8 0.098
O 0.978 2.391 4.032 -2.3 -5.6 2.4 -0.654
H 2.515 -5.957 -2.921 0.2 1.3 1.0 0.288
H -1.111 3.676 -3.332 0.3 -0.3 -1.3 0.157
H 2.824 -3.089 -3.897 -0.4 -0.2 -0.2 0.303
H 3.737 2.376 -2.741 -1.1 -0.4 -0.4 0.291
C -0.575 4.151 -2.527 -1.2 0.4 1.3 -0.312
H 0.153 -0.231 2.119 0.1 0.3 0.0 -1.142
H -1.871 1.170 -4.442 1.8 -0.4 1.2 0.335
O 0.817 4.204 -2.534 1.1 -1.8 -1.0 -0.637
O -1.963 -0.764 -2.791 4.9 2.9 -1.8 -0.741
H 5.741 -1.131 -1.924 -0.9 -0.9 -1.5 0.307
H 3.222 -4.397 -2.525 0.2 0.0 0.2 0.321
O 6.460 -0.714 1.075 -3.6 2.6 -5.2 -0.733
H 0.452 -1.459 -2.686 -0.3 -1.0 0.5 0.063
N -0.423 0.418 1.600 -0.1 2.2 -1.1 1.601
N -2.758 -0.665 2.049 1.4 1.0 -1.9 0.367
N -4.106 -1.804 3.294 -4.1 -3.2 2.8 -0.401
O -0.463 -3.025 1.735 -3.3 -2.2 -6.5 -0.724
H -3.281 4.431 4.337 0.3 -0.4 -1.3 0.271
O -5.096 0.455 0.298 0.5 -0.6 -0.5 -0.684
H 2.083 0.335 5.003 2.5 0.2 -0.3 0.301
H 0.453 -2.095 2.698 0.0 -0.1 -0.3 0.617
N 6.146 0.068 -1.123 3.9 1.2 -3.3 -0.420
C -1.116 -3.398 0.564 3.1 0.2 6.1 0.189
H 7.180 0.063 -1.247 -1.1 -0.1 0.7 0.323
H 0.567 -0.383 -1.302 0.3 0.3 2.2 -1.179
C -0.266 0.561 0.260 -3.7 3.0 -0.9 0.604
H 3.472 0.606 -2.980 -0.3 0.8 0.1 -0.152
H -2.820 5.680 3.192 -0.2 0.1 -0.4 0.361
N -1.567 -4.619 0.358 0.1 -3.5 3.3 -0.101
O 3.209 -1.522 -1.836 3.0 -3.3 -4.6 -0.396
H 1.924 -2.766 -1.380 -0.6 -1.0 -0.1 -0.197
O -2.096 2.463 2.687 1.2 -2.6 1.6 -0.402
H -3.534 -0.338 1.531 -1.0 0.2 -0.2 0.149
N 1.124 -1.378 2.970 0.4 0.4 2.2 -0.530
H -1.693 3.979 1.642 0.0 1.5 -2.2 0.199
H -2.081 -4.837 -0.449 -0.2 -0.3 -1.2 0.130
H -0.133 1.376 -4.518 -0.9 -0.8 1.1 0.206
H -1.433 0.466 5.194 1.0 -0.2 -0.3 0.326
N 4.398 -0.031 0.155 -4.1 -0.3 2.3 0.025
N 0.356 -0.515 -2.985 4.4 -1.4 -1.8 -0.845
```
Forces are in eV/Å.